# 1
13
Properties=species:S:1:pos:R:3:forces:R:3:mulliken_charge:R:1 method="wB97M-V/def2-TZVPD" e_homo_ev=-8.83 spin_multiplicity=1 e_above_lowest_kj_mol=202.2 charge=0 homo_lumo_gap_ev=9.27 e_tot_ha=-933.21497
C 0.307 -0.172 -2.722 2.78 0.46 2.11 0.134
C 0.409 -0.499 1.690 -0.06 -0.24 -0.08 -1.405
C 0.032 -0.270 0.237 -0.02 0.27 -0.47 -0.141
O 0.813 -0.015 -3.756 -0.51 -0.15 0.20 -0.296
P -1.062 1.227 -0.049 0.25 -0.51 -0.26 0.023
S 1.530 -0.060 -0.803 -1.74 -0.19 -2.13 -0.187
H -0.691 -0.358 -2.355 -0.66 -0.15 -0.08 0.313
H 1.078 0.283 2.038 0.05 0.09 0.08 0.382
H -0.487 -0.498 2.314 0.05 0.00 0.02 0.380
H 0.906 -1.463 1.801 0.08 0.02 0.06 0.358
H -0.495 -1.148 -0.154 -0.05 0.07 0.14 0.388
H -1.984 0.907 0.950 -0.49 -0.07 0.27 0.014
H -0.354 2.064 0.809 0.32 0.38 0.15 0.038

# 2
13
Properties=species:S:1:pos:R:3:forces:R:3:mulliken_charge:R:1 method="wB97M-V/def2-TZVPD" e_homo_ev=-8.77 spin_multiplicity=1 e_above_lowest_kj_mol=93.2 smiles="C=C[P@](C)(O)=S" charge=0 homo_lumo_gap_ev=8.91 e_tot_ha=-933.25647
C 2.098 -0.463 -0.869 -2.43 -0.11 0.02 -0.701
C 0.786 -0.430 -0.819 -2.13 -0.69 0.60 -0.054
P -0.153 0.191 0.566 1.54 4.64 1.78 0.608
C -1.826 -0.301 0.545 -2.97 -1.88 -1.83 -0.897
O -0.608 1.956 0.027 1.01 -3.45 0.96 -0.620
S 0.933 0.066 2.266 -1.42 0.27 -1.78 -0.395
H 2.379 -0.875 -1.735 1.78 -1.58 -3.18 0.277
H 2.831 -0.275 -0.186 1.35 1.16 2.06 0.350
H 0.134 -0.995 -1.526 0.86 0.90 -0.07 0.208
H -1.938 -1.345 0.979 0.10 1.36 -0.17 0.321
H -2.633 0.428 0.942 1.87 -1.17 -0.47 0.285
H -2.071 -0.487 -0.595 0.31 0.58 2.02 0.311
H 0.068 2.531 0.403 0.13 -0.03 0.04 0.309

# 3
13
Properties=species:S:1:pos:R:3:forces:R:3:mulliken_charge:R:1 method="wB97M-V/def2-TZVPD" e_homo_ev=-8.81 spin_multiplicity=1 e_above_lowest_kj_mol=346.7 smiles="O=S(#[PH2])C1CC1" charge=0 homo_lumo_gap_ev=9.29 e_tot_ha=-933.15992
O 2.150 1.739 -0.072 -3.39 -2.68 2.28 -0.585
S 1.113 0.674 0.689 3.62 2.26 -3.38 0.247
P 2.067 -1.279 0.181 -0.88 -0.73 1.32 -0.091
C -0.384 0.467 -0.366 0.17 0.04 2.32 -0.221
C -1.292 -0.648 0.017 -1.03 0.68 -1.30 -0.456
C -1.639 0.787 0.386 -1.47 -1.28 0.28 -0.594
H 3.410 -0.927 0.269 0.26 0.58 0.30 0.104
H 2.094 -1.212 -1.183 -0.27 0.46 -1.11 0.085
H -0.240 0.769 -1.346 0.37 0.49 -1.70 0.403
H -1.034 -1.315 0.779 0.50 -0.92 0.92 0.317
H -1.949 -1.041 -0.776 0.69 -0.02 0.42 0.234
H -2.622 1.018 -0.022 0.70 0.77 -0.63 0.280
H -1.673 0.967 1.445 0.72 0.36 0.28 0.277

# 4
12
Properties=species:S:1:pos:R:3:forces:R:3:mulliken_charge:R:1 method="wB97M-V/def2-TZVPD" e_homo_ev=-2.54 spin_multiplicity=1 e_above_lowest_kj_mol=219.6 smiles=[O-]CCCS charge=-1 homo_lumo_gap_ev=5.95 e_tot_ha=-591.88466
O 1.554 1.554 -0.849 1.06 -0.61 0.06 -0.849
C 1.998 0.627 0.025 -1.89 0.80 1.71 -0.410
C 0.713 -0.031 0.786 1.62 -1.99 -1.60 -0.711
C -0.284 -0.097 -0.392 -0.27 -0.95 2.66 -0.552
S -1.874 -0.958 0.258 0.92 0.32 -0.43 -0.296
H 2.484 -0.329 -0.314 0.42 0.55 -0.47 0.180
H 2.579 1.067 0.901 0.35 -0.44 -0.65 0.210
H 0.291 0.578 1.577 0.06 0.07 0.30 0.388
H 1.079 -1.116 1.154 -1.20 2.21 -0.47 0.235
H -0.597 0.926 -0.573 0.28 -0.31 -0.71 0.344
H 0.078 -0.725 -1.216 -0.14 0.68 0.16 0.372
H -2.202 -0.776 -1.001 -1.21 -0.31 -0.55 0.088

# 5
12
Properties=species:S:1:pos:R:3:forces:R:3:mulliken_charge:R:1 method="wB97M-V/def2-TZVPD" e_homo_ev=-2.86 spin_multiplicity=1 e_above_lowest_kj_mol=199.2 charge=-1 homo_lumo_gap_ev=7.12 e_tot_ha=-591.89240
C 0.070 -0.997 -1.779 -1.54 -2.45 1.36 -0.765
S -1.295 -0.764 -0.513 0.07 -0.51 -0.62 -0.651
H 0.518 -0.090 -1.853 1.95 2.44 -0.12 0.152
H 0.723 -1.836 -1.520 0.35 0.45 0.49 0.210
H -0.208 -1.281 -2.770 -1.11 -0.06 -0.81 0.333
C 0.750 1.881 0.256 -0.34 -2.17 2.05 -0.694
C 1.304 0.945 1.088 -3.86 -1.28 -0.26 -0.079
O 0.483 0.006 1.889 1.06 1.81 -2.33 -0.524
H 1.432 2.019 -0.561 -0.16 1.24 -0.46 0.295
H -0.366 2.037 0.300 1.56 -0.04 -0.52 0.298
H 2.345 0.709 0.905 0.14 -0.46 0.65 0.242
H -0.324 -0.361 1.210 1.89 1.02 0.55 0.182

# 6
13
Properties=species:S:1:pos:R:3:forces:R:3:mulliken_charge:R:1 method="wB97M-V/def2-TZVPD" e_homo_ev=-2.43 spin_multiplicity=1 e_above_lowest_kj_mol=133.8 smiles=[O-]CCCSS charge=-1 homo_lumo_gap_ev=5.29 e_tot_ha=-990.07902
O 2.151 0.784 -0.288 -1.15 0.17 1.09 -0.835
C 1.679 0.120 0.799 2.54 -0.45 0.28 -0.451
C 0.489 -0.819 0.531 0.12 0.06 0.70 -0.517
C -0.444 -0.442 -0.586 -0.24 2.64 -0.13 -0.695
S -1.194 1.214 -0.120 -1.08 -0.39 -0.73 -0.066
S -3.227 1.100 -0.962 1.79 0.86 -0.03 -0.327
H 1.453 0.600 1.848 -0.19 0.70 -1.46 0.107
H 2.561 -0.528 1.221 -1.03 -0.11 -0.32 0.228
H 0.033 -0.944 1.545 -0.44 -0.21 -1.02 0.278
H 0.813 -1.764 0.168 0.83 -1.21 0.06 0.303
H -1.287 -1.053 -0.649 -1.31 -1.32 0.14 0.523
H -0.051 -0.357 -1.618 0.47 0.06 0.91 0.319
H -2.976 2.090 -1.891 -0.32 -0.80 0.51 0.134

# 7
12
Properties=species:S:1:pos:R:3:forces:R:3:mulliken_charge:R:1 method="wB97M-V/def2-TZVPD" e_homo_ev=-7.48 spin_multiplicity=1 e_above_lowest_kj_mol=295.2 charge=0 homo_lumo_gap_ev=7.86 e_tot_ha=-857.90961
C 0.008 -0.586 -0.321 0.27 -0.49 -2.20 -0.712
C -0.714 -0.128 0.879 2.06 -1.47 1.99 -0.002
C -0.103 -0.350 2.102 -5.11 2.66 -0.57 -0.700
P 0.260 2.310 -2.434 -0.75 1.60 0.10 -0.133
S 0.969 0.661 -1.616 1.42 -2.83 2.66 -0.152
H -0.622 -1.194 -1.054 0.61 1.08 0.94 0.341
H 0.851 -1.248 -0.061 -0.15 0.45 -0.08 0.344
H -1.761 0.116 0.774 0.03 0.35 0.24 0.327
H -0.764 -0.041 3.011 1.58 -0.80 -1.46 0.198
H 0.901 -0.576 2.251 1.49 -0.64 0.06 0.317
H 0.284 1.493 -3.548 -0.20 0.05 -0.99 -0.009
H 2.038 0.882 -0.710 -1.24 0.05 -0.70 0.181

# 8
12
Properties=species:S:1:pos:R:3:forces:R:3:mulliken_charge:R:1 method="wB97M-V/def2-TZVPD" e_homo_ev="-7.30 / -9.88" spin_multiplicity=3 e_above_lowest_kj_mol=0.0 charge=0 homo_lumo_gap_ev="8.29 / 7.36" e_tot_ha=-857.94680
C -0.233 0.245 1.046 -1.52 -0.46 -0.87 -1.162
C -0.197 -0.382 -1.513 1.98 1.97 0.69 -1.166
C -0.120 0.704 -0.415 1.99 0.85 -0.78 0.127
P -1.546 2.137 -1.056 0.93 -1.04 0.64 0.127
S -3.133 1.142 -1.656 0.16 0.35 0.21 -0.217
H -1.191 -0.365 1.296 1.71 1.24 -0.35 0.269
H -0.084 1.134 1.634 -0.54 0.21 0.69 0.394
H 0.665 -0.335 1.223 0.04 -0.57 0.08 0.360
H -1.141 -0.422 -1.861 -3.20 -0.33 -1.13 0.330
H 0.404 -0.159 -2.390 0.36 0.08 0.17 0.322
H 0.009 -1.332 -1.142 0.83 -1.69 0.82 0.370
H 0.971 1.217 -0.460 -2.73 -0.62 -0.17 0.246

# 9
11
Properties=species:S:1:pos:R:3:forces:R:3:mulliken_charge:R:1 method="wB97M-V/def2-TZVPD" e_homo_ev="-9.28 / -8.87" spin_multiplicity=2 e_above_lowest_kj_mol=8.1 charge=0 homo_lumo_gap_ev="10.41 / 7.04" e_tot_ha=-516.63619
C 0.463 -1.682 -0.856 0.30 -0.31 -0.34 -1.058
C 0.416 -0.225 -1.275 0.91 0.31 -0.91 -0.285
C 0.547 0.765 -0.129 -0.96 -0.29 0.23 -0.695
S -0.754 0.650 1.165 0.48 0.14 -0.56 -0.110
H 1.491 -2.009 -0.676 0.03 0.23 0.23 0.290
H 0.132 -2.343 -1.660 -0.32 0.07 0.15 0.302
H -0.105 -1.858 0.055 -0.20 -0.09 -0.11 0.318
H 1.265 -0.010 -1.951 0.13 -0.21 0.38 0.265
H -0.379 0.035 -1.977 -0.67 -0.19 0.62 0.341
H 0.544 1.777 -0.532 0.14 0.15 0.29 0.336
H 1.475 0.584 0.415 0.15 0.17 0.03 0.296

# 10
11
Properties=species:S:1:pos:R:3:forces:R:3:mulliken_charge:R:1 method="wB97M-V/def2-TZVPD" e_homo_ev=-9.05 spin_multiplicity=1 e_above_lowest_kj_mol=276.8 smiles="[H][H].C=CC" charge=0 homo_lumo_gap_ev=10.42 e_tot_ha=-118.99006
H -0.661 -1.702 -0.246 -0.02 -0.86 -0.16 0.036
H -0.027 -1.641 -0.637 -0.57 -0.70 0.10 0.000
C 1.237 0.094 -0.549 0.17 0.49 -0.08 -0.742
C -0.008 0.535 -0.411 0.29 -0.52 -0.82 -0.071
C -0.824 0.342 0.807 0.64 1.43 0.56 -1.027
H 1.707 -0.517 0.224 -0.16 0.04 -0.29 0.316
H 1.822 0.349 -1.416 0.15 0.08 -0.03 0.252
H -0.480 1.200 -1.126 0.23 -0.10 -0.29 0.265
H -1.914 0.444 0.749 0.47 0.01 -0.25 0.284
H -0.524 -0.416 1.539 0.11 0.14 -0.44 0.379
H -0.329 1.312 1.066 -1.31 -0.03 1.70 0.308

# 11
11
Properties=species:S:1:pos:R:3:forces:R:3:mulliken_charge:R:1 method="wB97M-V/def2-TZVPD" e_homo_ev=-11.12 spin_multiplicity=1 e_above_lowest_kj_mol=24.4 smiles=CCC charge=0 homo_lumo_gap_ev=12.47 e_tot_ha=-119.08618
C -1.250 0.348 -0.230 0.57 0.02 -0.98 -1.075
C 0.204 -0.033 -0.550 0.20 -0.17 -0.41 -0.250
C 1.071 -0.291 0.702 0.19 0.10 -0.70 -0.958
H -1.530 -0.078 0.713 -0.34 -0.12 0.53 0.340
H -1.910 -0.053 -1.000 -0.15 0.08 0.04 0.291
H -1.379 1.429 -0.220 -0.07 0.02 0.24 0.257
H 0.662 0.690 -1.235 -0.04 0.33 0.44 0.323
H 0.241 -0.916 -1.196 -0.32 -0.23 0.36 0.261
H 1.890 0.421 0.793 -0.02 0.09 0.05 0.250
H 0.479 -0.238 1.610 -0.05 -0.08 0.14 0.309
H 1.522 -1.278 0.614 0.02 -0.03 0.29 0.251

# 12
14
Properties=species:S:1:pos:R:3:forces:R:3:mulliken_charge:R:1 method="wB97M-V/def2-TZVPD" e_homo_ev=-8.67 spin_multiplicity=1 e_above_lowest_kj_mol=744.0 charge=0 homo_lumo_gap_ev=9.41 e_tot_ha=-273.72366
B 0.713 -0.872 -0.245 0.44 -0.82 1.96 0.149
C 2.223 0.124 -0.421 -4.08 -2.97 0.47 -0.729
C -1.441 0.756 -0.038 1.09 1.38 -1.68 -0.188
C -1.546 -0.707 -0.269 4.49 1.20 1.65 -0.894
N 0.936 0.526 0.325 0.21 -0.51 1.04 0.048
O -0.072 1.324 -0.268 1.96 0.53 -0.63 -0.347
H -2.149 -0.973 -1.032 -1.52 -0.89 -2.87 0.379
H 0.922 -1.860 0.505 -0.26 1.01 -0.88 -0.092
H 3.131 -0.161 0.123 -0.92 0.19 0.40 0.261
H 2.331 0.777 -1.167 0.70 2.30 -2.97 0.335
H -1.839 1.532 -0.775 -0.62 -1.60 0.86 0.221
H -1.588 1.115 0.938 -0.96 0.09 1.51 0.325
H -1.726 -1.354 0.577 0.07 0.24 0.39 0.265
H 1.177 0.899 1.227 -0.61 -0.14 0.74 0.267